Entry from the Open Molecules 2025 dataset: a cluster of 7 separate species, C22H44N2O15 in total in a non-equilibrium geometry (ωB97M-V/def2-TZVPD).

Structure (XYZ):
```
83
Properties=species:S:1:pos:R:3:forces:R:3
C 3.2335 -0.3466 -1.7043 -0.24 0.94 -0.29
O 4.3598 -1.1822 -1.6866 -0.19 -0.74 0.14
C 5.0052 -1.2599 -0.4347 0.11 0.76 0.02
C 4.4534 -2.2596 0.5603 -0.26 -0.57 -0.96
O 3.0559 -2.1233 0.7613 0.23 0.58 0.53
C 2.6485 -2.8857 1.8717 0.53 -1.13 0.03
C 1.1689 -3.1110 1.8765 -0.77 -0.16 -0.01
O 0.5006 -2.1459 2.6583 0.16 0.37 0.28
C -0.8395 -2.4783 2.9373 -0.32 -1.01 -0.47
H 2.8969 -0.2165 -2.7334 0.25 -0.19 -0.09
H 3.5367 0.6465 -1.3394 -0.23 -0.02 0.11
H 2.3571 -0.6835 -1.1488 0.28 -0.32 0.24
H 5.0420 -0.2535 0.0121 -0.07 -0.13 0.02
H 6.0313 -1.5563 -0.6647 0.03 -0.04 0.16
H 5.0165 -2.1835 1.4959 -0.02 0.08 0.07
H 4.6029 -3.2614 0.1272 0.16 -0.02 0.26
H 3.0232 -2.5094 2.8335 -0.26 0.49 -0.10
H 3.1119 -3.8891 1.8218 -0.02 0.13 -0.31
H 0.9550 -4.1225 2.2522 0.04 0.11 0.19
H 0.7817 -3.0928 0.8471 0.13 0.04 -0.03
H -1.3622 -1.6105 3.3250 0.08 0.13 -0.01
H -0.9312 -3.3139 3.6514 0.29 0.27 0.18
H -1.3477 -2.8774 2.0454 -0.01 0.47 0.00
C 3.9725 3.5115 0.2875 0.27 0.83 -0.09
O 4.0179 2.2236 0.8677 -0.08 -0.64 -0.17
C 4.4133 2.1443 2.1364 -0.51 -0.13 0.15
O 4.7291 3.0662 2.8268 0.29 0.50 0.29
O 4.3367 0.8696 2.5223 -0.01 -0.06 -0.71
C 4.6208 0.6172 3.8811 -0.24 -0.18 1.04
H 4.8822 4.0758 0.4950 0.06 -0.14 -0.02
H 3.1440 4.1149 0.6641 -0.10 -0.25 0.11
H 3.8639 3.3714 -0.7838 -0.02 -0.11 0.01
H 5.4465 1.2172 4.2540 0.13 -0.05 -0.16
H 4.8170 -0.4472 3.9860 0.21 0.03 -0.24
H 3.7508 0.8216 4.5136 -0.01 0.19 -0.22
C -5.8822 4.3866 -4.5294 0.10 -0.28 -0.52
O -5.6296 3.9751 -3.1913 -0.20 -0.03 0.31
C -4.6444 3.0961 -3.0295 0.42 -0.02 -0.38
O -3.9103 2.6950 -3.9002 -0.13 -0.11 -0.09
O -4.5851 2.7399 -1.7605 -0.80 0.01 0.58
C -3.7932 1.5915 -1.4753 0.64 -0.02 -0.65
H -5.8159 3.5430 -5.2186 0.09 -0.02 0.12
H -5.1560 5.1341 -4.8432 -0.09 0.12 0.04
H -6.9002 4.7596 -4.5628 0.06 0.24 0.18
H -3.9124 1.3428 -0.4301 -0.05 0.20 0.10
H -2.7576 1.8227 -1.7217 0.05 -0.14 0.30
H -4.0948 0.7466 -2.0977 -0.15 0.06 0.06
C -2.2537 -2.9130 -1.5154 -1.01 0.70 -0.06
O -1.6934 -4.2075 -1.3853 0.17 -0.24 -0.11
C -1.9722 -4.8477 -0.2619 0.12 -0.01 0.03
O -2.6180 -4.4169 0.6611 -0.07 0.02 0.02
O -1.3980 -6.0514 -0.3237 -0.16 -0.04 0.05
C -1.6429 -6.9269 0.7832 0.60 0.00 0.07
H -1.9331 -2.2304 -0.7303 0.32 -0.09 -0.04
H -3.3483 -2.9399 -1.4651 0.08 -0.30 0.12
H -1.9995 -2.5401 -2.5019 0.33 -0.23 0.32
H -2.4542 -6.5612 1.4020 -0.19 -0.11 -0.10
H -0.7357 -6.9821 1.3904 -0.04 0.10 -0.02
H -1.8122 -7.9148 0.3648 -0.26 0.02 0.02
C -0.0431 4.7827 0.5065 0.26 -0.17 -0.34
O -1.3945 4.3317 0.4529 -0.12 0.15 0.06
C -1.7574 3.5144 1.4362 0.26 -0.21 0.38
O -1.0299 3.0738 2.2934 0.00 0.04 -0.09
O -3.0502 3.2730 1.3151 -0.53 0.21 -0.37
C -3.6776 2.4417 2.2846 0.58 -0.42 0.56
H 0.1439 5.4341 1.3577 -0.15 -0.04 0.09
H 0.1069 5.3253 -0.4226 0.02 0.05 0.04
H 0.6364 3.9313 0.5435 -0.01 0.02 0.06
H -4.7156 2.7429 2.3536 -0.05 0.00 -0.15
H -3.1866 2.5347 3.2549 -0.07 0.22 -0.06
H -3.5760 1.3899 2.0075 -0.17 0.08 -0.20
C -2.0251 -0.0199 -4.2110 0.13 0.39 0.15
C -1.2235 -1.2346 -4.2587 -0.05 0.18 -0.23
N -0.6018 -2.1980 -4.2951 0.12 -0.03 -0.11
H -3.0394 -0.1841 -4.5637 -0.01 -0.11 -0.05
H -1.5670 0.7607 -4.8177 -0.02 -0.09 -0.10
H -2.0530 0.3657 -3.1922 0.04 -0.19 -0.04
C 0.8976 0.6758 0.9482 0.59 -0.22 -0.45
C -0.0087 0.4660 -0.1731 -0.58 -0.03 -0.05
N -0.6857 0.2776 -1.0865 0.21 0.14 0.39
H 0.4370 0.9479 1.8917 -0.35 0.04 -0.16
H 1.6008 1.4491 0.6351 0.06 0.01 0.21
H 1.4600 -0.2521 1.0665 0.08 0.09 0.16
```
Positions in Å, forces in eV/Å.

highest occupied orbital energy	-9.5437	eV
orbital gap	0.37071	Ha
structure (SMILES)	COC(=O)OC.COC(=O)OC.COC(=O)OC.COC(=O)OC.COCCOCCOC.CC#N.CC#N
largest force on an atom	0.024	hartree/bohr
LUMO	0.5	eV
relative energy (zero: lowest compared OMol25 entry of this formula, charge and spin)	0.000	eV